# 1
{
  "formula": "C23H34N2O5",
  "method": "ωB97M-V with the def2-TZVPD basis set",
  "elements": ["C", "O", "C", "C", "C", "O", "N", "C", "C", "C", "O", "C", "C", "C", "C", "C", "O", "N", "C", "C", "C", "C", "C", "C", "O", "C", "C", "C", "C", "C", "H", "H", "H", "H", "H", "H", "H", "H", "H", "H", "H", "H", "H", "H", "H", "H", "H", "H", "H", "H", "H", "H", "H", "H", "H", "H", "H", "H", "H", "H", "H", "H", "H", "H"],
  "positions_angstrom": [[10.10, -1.77, 0.22], [8.71, -1.77, 0.39], [8.25, -0.66, 1.13], [6.72, -0.63, 1.04], [6.27, 0.19, -0.16], [7.03, 0.93, -0.76], [4.98, 0.06, -0.54], [3.92, -0.59, 0.20], [3.00, 0.45, 0.83], [2.42, 1.37, -0.26], [1.59, 0.65, -1.15], [0.32, 0.31, -0.79], [-0.37, -0.46, -1.73], [-1.67, -0.86, -1.49], [-2.32, -0.48, -0.32], [-3.70, -0.99, -0.03], [-3.90, -2.17, 0.18], [-4.69, -0.06, 0.00], [-4.54, 1.32, -0.38], [-5.04, 2.23, 0.74], [-6.49, 1.91, 1.05], [-6.63, 0.43, 1.43], [-6.03, -0.49, 0.36], [-6.94, -0.60, -0.89], [-8.19, -1.18, -0.61], [-8.17, -2.57, -0.43], [-1.62, 0.27, 0.62], [-0.32, 0.66, 0.39], [3.56, 1.97, -1.09], [4.47, 0.86, -1.63], [10.43, -0.88, -0.32], [10.62, -1.81, 1.19], [10.34, -2.66, -0.36], [8.66, 0.27, 0.72], [8.57, -0.76, 2.18], [6.38, -1.66, 0.93], [6.30, -0.20, 1.94], [4.32, -1.25, 0.96], [3.33, -1.20, -0.51], [2.19, -0.05, 1.36], [3.56, 1.06, 1.54], [1.85, 2.19, 0.20], [0.13, -0.74, -2.64], [-2.19, -1.47, -2.22], [-3.49, 1.52, -0.61], [-5.13, 1.52, -1.29], [-4.93, 3.28, 0.44], [-4.43, 2.07, 1.63], [-7.11, 2.13, 0.18], [-6.85, 2.53, 1.88], [-7.68, 0.17, 1.55], [-6.11, 0.26, 2.37], [-5.91, -1.49, 0.78], [-7.16, 0.39, -1.29], [-6.41, -1.19, -1.65], [-7.65, -2.87, 0.48], [-7.71, -3.07, -1.28], [-9.22, -2.88, -0.36], [-2.11, 0.55, 1.54], [0.19, 1.24, 1.15], [3.13, 2.53, -1.93], [4.13, 2.65, -0.47], [5.32, 1.29, -2.16], [3.90, 0.22, -2.31]],
  "nbo_charge": [-0.24, -0.54, -0.06, -0.52, 0.69, -0.64, -0.44, -0.22, -0.44, 0.10, -0.53, 0.39, -0.28, -0.16, -0.16, 0.68, -0.62, -0.44, -0.21, -0.41, -0.40, -0.41, -0.08, -0.07, -0.54, -0.25, -0.18, -0.32, -0.42, -0.23, 0.17, 0.16, 0.19, 0.20, 0.16, 0.24, 0.22, 0.22, 0.21, 0.22, 0.21, 0.18, 0.23, 0.22, 0.23, 0.19, 0.21, 0.20, 0.20, 0.21, 0.23, 0.20, 0.25, 0.18, 0.17, 0.17, 0.17, 0.19, 0.22, 0.22, 0.22, 0.21, 0.25, 0.20],
  "smiles": "COCCC(=O)N1CCC(Oc2ccc(C(=O)N3CCCC[C@H]3COC)cc2)CC1",
  "homo_ha": -0.3196,
  "spin_multiplicity": 1,
  "relative_energy_ev": 1.358
}



# 2
{
  "formula": "C23H34N2O5",
  "method": "ωB97M-V with the def2-TZVPD basis set",
  "elements": ["C", "C", "C", "O", "C", "C", "C", "C", "N", "C", "O", "C", "C", "C", "C", "O", "C", "C", "C", "N", "C", "O", "C", "O", "C", "C", "C", "C", "C", "C", "H", "H", "H", "H", "H", "H", "H", "H", "H", "H", "H", "H", "H", "H", "H", "H", "H", "H", "H", "H", "H", "H", "H", "H", "H", "H", "H", "H", "H", "H", "H", "H", "H", "H"],
  "positions_angstrom": [[9.51, -1.10, 0.21], [8.36, -0.93, 1.20], [7.79, 0.49, 1.17], [7.25, 0.84, -0.09], [5.94, 0.39, -0.34], [5.76, 0.27, -1.86], [4.32, -0.13, -2.19], [3.34, 0.86, -1.56], [3.56, 0.94, -0.14], [2.70, 0.56, 0.84], [2.97, 0.67, 2.02], [1.37, 0.03, 0.39], [1.26, -1.22, -0.22], [0.02, -1.73, -0.54], [-1.14, -1.01, -0.26], [-2.30, -1.61, -0.64], [-3.55, -1.01, -0.35], [-4.59, -1.71, -1.22], [-5.94, -1.03, -1.06], [-6.17, -0.67, 0.32], [-7.00, 0.31, 0.74], [-7.18, 0.57, 1.92], [-7.72, 1.11, -0.36], [-6.85, 1.82, -1.20], [-6.17, 2.87, -0.54], [-5.42, -1.43, 1.30], [-3.92, -1.15, 1.14], [-1.03, 0.23, 0.36], [0.22, 0.74, 0.68], [4.90, 1.37, 0.22], [10.34, -0.46, 0.49], [9.85, -2.13, 0.19], [9.18, -0.81, -0.78], [7.57, -1.65, 0.97], [8.71, -1.14, 2.22], [8.60, 1.21, 1.33], [7.05, 0.61, 1.96], [5.77, -0.60, 0.12], [6.00, 1.24, -2.30], [6.46, -0.46, -2.25], [4.18, -0.15, -3.27], [4.12, -1.13, -1.81], [3.50, 1.85, -1.99], [2.31, 0.56, -1.75], [2.15, -1.80, -0.42], [-0.07, -2.70, -1.01], [-3.52, 0.06, -0.64], [-4.27, -1.68, -2.26], [-4.63, -2.76, -0.92], [-6.74, -1.70, -1.41], [-5.97, -0.12, -1.68], [-8.42, 1.80, 0.15], [-8.29, 0.43, -1.00], [-6.88, 3.60, -0.13], [-5.55, 2.49, 0.28], [-5.54, 3.35, -1.29], [-5.64, -2.49, 1.15], [-5.77, -1.13, 2.29], [-3.66, -0.25, 1.69], [-3.35, -1.98, 1.56], [-1.90, 0.82, 0.60], [0.30, 1.69, 1.18], [5.09, 2.37, -0.20], [4.95, 1.43, 1.30]],
  "nbo_charge": [-0.61, -0.42, -0.06, -0.54, 0.10, -0.41, -0.41, -0.21, -0.44, 0.68, -0.62, -0.16, -0.19, -0.27, 0.39, -0.52, 0.10, -0.41, -0.23, -0.44, 0.65, -0.63, -0.16, -0.54, -0.25, -0.23, -0.44, -0.33, -0.15, -0.26, 0.20, 0.21, 0.21, 0.20, 0.21, 0.19, 0.17, 0.17, 0.21, 0.22, 0.22, 0.20, 0.19, 0.23, 0.22, 0.22, 0.18, 0.23, 0.21, 0.19, 0.23, 0.20, 0.20, 0.17, 0.17, 0.20, 0.19, 0.26, 0.21, 0.23, 0.22, 0.22, 0.19, 0.25],
  "smiles": "CCCO[C@@H]1CCCN(C(=O)c2ccc(OC3CCN(C(=O)COC)CC3)cc2)C1",
  "homo_ha": -0.3164,
  "spin_multiplicity": 1,
  "relative_energy_ev": 1.438
}



# 3
{
  "formula": "C23H34N2OS2",
  "method": "ωB97M-V with the def2-TZVPD basis set",
  "elements": ["C", "C", "C", "C", "C", "C", "C", "C", "O", "C", "C", "C", "C", "S", "C", "S", "C", "C", "C", "C", "C", "C", "C", "C", "N", "C", "C", "N", "H", "H", "H", "H", "H", "H", "H", "H", "H", "H", "H", "H", "H", "H", "H", "H", "H", "H", "H", "H", "H", "H", "H", "H", "H", "H", "H", "H", "H", "H", "H", "H", "H", "H"],
  "positions_angstrom": [[0.22, -4.38, -0.68], [-1.03, -3.49, -0.62], [-2.27, -4.32, -0.28], [-0.89, -2.38, 0.37], [-0.28, -2.53, 1.61], [-0.17, -1.43, 2.44], [-0.67, -0.21, 2.04], [-0.51, 0.99, 2.91], [-0.89, 1.02, 4.06], [0.17, 2.12, 2.28], [0.26, 3.40, 2.77], [1.03, 4.24, 1.95], [1.54, 3.60, 0.86], [1.07, 1.95, 0.81], [-1.36, -0.17, 0.82], [-2.22, 1.29, 0.35], [-3.03, 0.79, -1.21], [-2.59, 1.64, -2.40], [-1.98, 0.80, -3.53], [-0.62, 0.20, -3.20], [0.47, 1.26, -3.03], [1.89, 0.76, -3.28], [2.59, 0.13, -2.07], [1.92, -1.17, -1.59], [2.70, -2.00, -0.69], [3.86, -2.62, -1.30], [3.04, -1.35, 0.55], [-1.44, -1.22, 0.02], [0.17, -5.02, -1.56], [0.28, -5.01, 0.20], [1.11, -3.77, -0.73], [-1.18, -3.03, -1.60], [-3.16, -3.69, -0.29], [-2.41, -5.11, -1.01], [-2.17, -4.77, 0.70], [0.13, -3.49, 1.91], [0.33, -1.51, 3.40], [-0.23, 3.71, 3.67], [1.21, 5.28, 2.16], [2.16, 3.99, 0.09], [-2.77, -0.26, -1.33], [-4.10, 0.88, -1.03], [-3.45, 2.18, -2.79], [-1.86, 2.38, -2.08], [-1.89, 1.43, -4.42], [-2.68, -0.01, -3.78], [-0.70, -0.41, -2.30], [-0.33, -0.47, -4.02], [0.42, 1.69, -2.02], [0.27, 2.07, -3.74], [1.89, 0.05, -4.11], [2.50, 1.62, -3.59], [2.62, 0.85, -1.25], [3.62, -0.09, -2.36], [1.00, -0.92, -1.07], [1.67, -1.78, -2.46], [4.23, -3.39, -0.63], [3.56, -3.10, -2.24], [4.68, -1.92, -1.51], [3.81, -0.58, 0.44], [3.40, -2.10, 1.25], [2.15, -0.89, 0.97]],
  "nbo_charge": [-0.62, -0.25, -0.59, 0.28, -0.30, -0.12, -0.17, 0.53, -0.52, -0.35, -0.17, -0.27, -0.39, 0.47, 0.09, 0.25, -0.54, -0.42, -0.38, -0.42, -0.42, -0.37, -0.42, -0.22, -0.45, -0.41, -0.41, -0.51, 0.21, 0.20, 0.24, 0.22, 0.21, 0.21, 0.20, 0.23, 0.23, 0.24, 0.23, 0.24, 0.26, 0.23, 0.21, 0.21, 0.20, 0.20, 0.22, 0.20, 0.20, 0.20, 0.19, 0.20, 0.19, 0.20, 0.20, 0.19, 0.20, 0.20, 0.16, 0.17, 0.20, 0.20],
  "smiles": "CC(C)c1ccc(C(=O)c2cccs2)c(SCCCCCCCCN(C)C)n1",
  "homo_ha": -0.3005,
  "spin_multiplicity": 1,
  "relative_energy_ev": 0.292
}